ORCA calculation (ωB97M-V/def2-TZVPD) on C41H70BBr28N2O3 as an isolated structure at a distorted geometry.

```
145
Properties=species:S:1:pos:R:3:lowdin_charge:R:1
H -12.17 3.96 -1.80 0.07
O 4.77 -5.34 1.14 0.16
H -2.99 -0.48 -3.78 0.03
C 0.81 -2.98 -3.57 -0.63
H 5.99 -6.45 -0.60 0.04
C 0.45 -2.93 1.13 -0.18
C 0.52 1.24 3.25 -0.14
Br 7.55 -9.36 -2.54 0.62
Br -5.50 3.59 -1.45 0.65
Br -11.21 0.42 -2.89 0.73
Br -8.17 1.01 0.33 0.53
H -13.17 1.82 -2.33 0.06
Br -2.94 7.15 2.39 0.72
H -5.11 2.31 0.63 0.03
C -1.14 7.30 1.66 -0.65
Br 8.91 -6.39 -4.99 0.62
C -0.61 0.82 5.78 -0.05
C -2.65 -0.45 -2.75 -0.70
H 0.01 3.31 3.60 0.08
H -4.46 5.32 0.74 0.02
H -4.44 5.51 4.53 0.03
H 4.37 -6.22 1.11 0.06
H -9.62 1.99 2.10 0.06
H -7.93 3.94 0.43 -0.01
Br 12.74 -7.06 -8.31 0.63
H 2.49 -5.40 -0.46 0.09
C -0.55 2.08 5.22 -0.21
C 4.39 -4.41 -5.49 -0.68
H 13.92 -8.87 -7.07 0.05
Br -6.23 8.37 8.15 0.62
Br -4.67 5.90 10.40 0.62
H 4.50 -2.74 1.61 0.14
H -0.82 8.32 1.83 0.05
H -8.08 1.68 -3.70 0.06
H 9.66 -6.83 -7.32 0.04
Br -2.54 3.75 0.78 0.63
C -3.61 5.39 5.22 -0.68
C -4.05 5.22 6.64 -0.70
H 5.26 4.76 3.25 0.06
H 12.98 -6.45 -5.43 0.04
Br 7.25 -5.31 -8.10 0.63
H 4.48 -2.39 -0.12 0.11
Br 7.31 4.02 4.39 0.62
H -7.03 7.65 10.39 0.05
H -4.42 6.15 7.05 0.00
H -0.94 2.90 5.82 0.02
H 9.54 -4.38 -8.18 0.06
Br 0.28 -2.69 -1.72 0.85
Br 4.74 -8.54 -0.25 0.68
C 5.97 3.99 2.99 -0.70
H -6.51 -0.92 -4.15 0.05
H -1.24 7.12 0.59 0.06
H 8.76 -3.97 -6.64 0.05
C 1.11 1.57 1.92 -0.31
C -0.09 -0.24 5.06 -0.06
Br -9.88 3.36 -1.10 0.93
C -4.88 7.82 10.62 -0.69
H 5.76 -7.67 -2.88 -0.03
H 4.52 -4.64 -6.54 0.04
H -3.26 4.83 7.29 0.05
C 5.28 2.65 2.91 -0.70
H 0.41 -2.13 -4.13 0.06
H -6.41 9.31 10.42 0.06
C -11.51 3.17 -2.14 -0.59
C -8.50 3.68 1.31 -0.72
C 6.63 -7.67 -2.23 -0.77
H -8.84 0.09 -3.58 -0.04
N 1.66 -3.41 1.03 0.14
H 12.24 -8.69 -6.52 0.06
O 1.89 2.48 1.81 0.11
C -12.16 1.83 -1.93 -0.64
C -4.38 4.30 1.10 -0.71
C -6.89 0.04 -4.48 -0.65
H 6.47 4.26 2.06 0.05
H 3.34 -4.52 -5.22 0.01
H 1.27 1.21 -0.20 0.13
H -12.18 1.53 -0.89 0.06
C 6.28 -7.48 -0.78 -0.65
H -6.36 3.55 0.86 -0.11
C 2.29 -1.22 0.69 0.03
Br -3.26 -0.27 0.03 0.67
Br 4.35 -2.54 -3.37 0.70
C -7.89 0.63 -3.53 -0.64
C 0.24 -4.26 -4.12 -0.67
H 4.39 2.70 2.29 0.03
Br 5.36 -5.79 -4.53 0.70
C 3.99 -2.96 0.67 0.04
C 13.16 -8.16 -6.76 -0.68
H -10.11 2.53 0.48 -0.13
H -0.80 -4.41 -3.87 0.05
Br 6.40 1.32 2.04 0.58
Br 15.42 -6.68 -5.80 0.62
C 4.95 -3.06 -5.16 -0.64
H 13.61 -7.92 -4.67 0.06
O 3.35 -5.05 -0.75 0.09
C -6.21 8.29 10.10 -0.69
C 13.60 -7.32 -5.58 -0.70
Br 1.21 -5.82 -3.47 0.67
C 0.00 2.30 3.98 -0.08
H -9.18 4.50 1.56 0.07
H 4.56 -2.30 -5.84 0.07
Br 0.30 6.77 4.09 0.62
H -0.36 0.87 0.48 0.09
H -0.69 5.29 2.34 -0.03
H -4.80 8.00 11.69 0.06
C 0.02 -1.60 1.01 -0.08
H -4.04 8.29 10.11 0.05
H -2.34 -1.45 -2.45 0.01
H -2.94 6.24 5.12 0.01
C 9.68 -5.93 -6.71 -0.71
Br -5.34 1.20 -4.71 0.67
H 10.72 -5.67 -6.51 0.02
H 5.02 2.26 3.88 0.05
Br -7.25 3.59 2.80 0.77
H -0.11 -1.25 5.44 0.11
N 2.59 -2.50 0.80 -0.07
H 0.70 6.21 1.72 0.06
C 8.96 -4.77 -7.35 -0.67
H -4.66 -0.40 -2.01 0.00
C -9.27 2.39 1.15 -0.78
Br -1.05 0.66 -2.75 0.63
Br -5.53 3.97 6.73 0.60
C 0.48 -0.02 3.82 -0.04
C -3.71 0.10 -1.84 -0.71
H 7.09 -7.74 -0.11 0.06
H -3.85 1.17 -1.94 0.00
C -0.23 6.28 2.28 -0.71
H 3.13 -0.56 0.53 0.17
H 1.90 -2.94 -3.58 -0.06
Br -2.58 3.85 4.61 0.82
H 7.33 -6.90 -2.55 0.00
H -7.32 -0.06 -5.47 0.06
H -0.31 -3.66 1.37 0.14
H -1.03 0.65 6.76 0.12
H 0.36 -4.29 -5.20 0.06
C 1.02 -0.68 0.76 -0.20
Br -7.31 0.45 -1.68 0.52
H -11.24 3.35 -3.18 0.06
C -5.36 3.35 0.47 -0.76
C 0.72 0.80 0.64 -0.03
H -1.01 -1.31 1.11 0.06
B 4.04 -4.53 0.33 -0.68
H 6.03 -3.02 -5.15 0.05
H -4.49 4.28 2.19 0.00
H 0.90 -0.88 3.31 0.09
```

Computed properties:
- lowest unoccupied orbital energy (eV) = -3.9
- M (g mol⁻¹) = 2887.1
- HOMO (eV) = -9.1
- largest force on an atom (eV Å⁻¹) = 9.0
- energy (eV) = -2014633.4609
- net charge = +1

ORCA calculation (ωB97M-V/def2-TZVPD) on a 11-piece molecular cluster, C20H62N4O11 overall at a distorted geometry.

```
97
Properties=species:S:1:pos:R:3:lowdin_charge:R:1
H -2.39 -2.03 1.87 0.06
H -0.75 0.61 -1.00 0.06
H -1.22 -1.98 -5.85 0.08
H -0.82 -1.08 -0.74 0.07
H -0.77 -4.08 -0.78 0.09
H -1.04 0.98 -5.31 0.11
O -4.61 -0.88 -2.70 -0.08
H 4.44 3.64 -2.33 0.08
H -1.63 -2.95 -3.10 0.09
H 0.34 -1.30 -5.55 0.06
H 1.70 3.49 -1.03 0.12
H -0.45 0.04 3.61 0.06
H -1.34 1.39 3.10 0.08
H 2.35 -0.88 4.42 0.08
H 2.45 4.89 4.22 0.07
H -4.75 2.31 -1.54 0.13
C -1.01 -1.30 -3.81 -0.31
C -4.68 -0.39 -1.37 -0.33
H 2.99 3.66 -3.19 0.06
O 0.97 1.00 0.84 -0.02
H -2.84 -3.71 0.14 0.09
O -2.76 1.86 -1.46 -0.09
C 3.08 -4.36 1.14 -0.33
H -1.92 -4.94 0.87 0.11
H -4.38 -1.13 0.64 0.08
O -2.06 -2.12 -3.31 -0.07
C -4.19 -1.47 -0.38 -0.07
C -0.44 -1.92 -5.09 -0.07
H -3.37 4.02 -2.89 0.08
C 1.87 -5.21 1.48 -0.10
H 4.19 -5.71 0.28 0.08
H 1.13 -4.82 2.19 0.07
H 4.36 -1.10 1.53 0.07
C -3.73 3.07 -3.30 -0.07
H 0.14 -2.05 0.90 0.04
H -1.98 1.96 5.35 0.11
C 4.28 -0.10 1.94 -0.07
H 1.48 2.27 2.06 0.02
H -2.08 1.52 -2.06 0.04
C 1.43 4.90 3.84 -0.08
H -4.26 1.07 -2.63 0.07
H -2.53 -3.53 2.78 0.08
O -1.02 0.35 6.26 -0.08
H 3.41 5.04 -2.21 0.08
N 0.74 -1.24 1.04 0.19
H -1.88 0.23 6.67 0.08
H -4.67 -2.42 -0.60 0.08
H 3.68 -4.22 2.04 0.11
H -4.03 0.47 -1.20 0.05
C 1.46 4.17 2.51 -0.31
C -3.94 2.03 -2.22 -0.35
H -3.68 -1.09 -2.88 0.05
O -0.81 -3.42 -0.07 -0.12
H -0.02 -2.92 -4.96 0.08
H -2.20 -0.04 3.87 0.07
H 0.67 1.01 -5.73 0.10
H 0.99 5.90 3.78 0.07
O 2.73 -1.00 3.54 -0.10
H -0.23 -1.14 -3.06 0.11
H 3.57 0.47 1.35 0.05
H 2.66 -3.40 0.83 0.09
H 5.22 0.44 1.84 0.08
H -0.96 -2.90 2.43 0.06
C -1.11 1.30 5.20 -0.33
H -2.93 2.72 -3.95 0.06
H -4.65 3.24 -3.87 0.08
C 0.41 1.07 -3.78 -0.61
H 2.55 1.50 -0.32 0.04
H 3.31 3.63 -0.12 0.11
H 0.81 4.36 4.57 0.06
C -1.95 -3.02 2.01 -0.07
O 1.82 2.81 2.79 -0.11
H 2.39 1.17 -4.48 0.11
H -0.29 2.02 5.22 0.10
H 2.24 -6.11 1.98 0.07
C 3.39 3.95 -2.22 -0.10
H 0.51 4.11 1.96 0.12
N -0.66 -0.17 -0.35 0.20
H -1.39 -0.32 -4.10 0.08
C 0.39 -0.05 0.52 -0.60
N -0.08 0.96 -5.07 0.14
C -1.94 -3.85 0.73 -0.27
C 2.78 3.30 -1.02 -0.29
H 3.65 0.77 3.78 0.11
O 3.75 -4.89 0.01 -0.07
C -1.34 0.62 3.88 -0.09
H -3.10 -1.47 -0.43 0.04
H 2.16 1.43 -2.79 0.07
C 3.93 -0.22 3.41 -0.29
H 2.22 4.65 1.88 0.09
N 1.75 1.26 -3.71 0.20
O 2.98 1.87 -1.11 -0.12
O -0.31 1.01 -2.78 -0.04
H -5.72 -0.14 -1.15 0.12
H 1.40 -1.23 1.81 0.08
H 1.37 -5.55 0.57 0.07
H 4.79 -0.69 3.91 0.11
```

Computed properties:
- lowest unoccupied orbital energy (eV) = 0.2
- M (g mol⁻¹) = 534.7
- SMILES = NC(N)=O.NC(N)=O.CCO.CCO.CCO.CCO.CCO.CCO.CCO.CCO.CCO
- HOMO (eV) = -9.3
- largest force on an atom (eV Å⁻¹) = 2.6
- energy (eV) = -50227.2840
- net charge = 0

ORCA calculation (ωB97M-V/def2-TZVPD) on a 11-piece molecular cluster, C40H110N8O12 overall at a distorted geometry.

```
170
Properties=species:S:1:pos:R:3:lowdin_charge:R:1
C -12.32 -31.42 1.66 -0.41
C -13.48 -21.26 -2.73 -0.08
H -8.24 -28.63 -1.78 0.10
H -13.20 -20.59 -1.92 0.07
H -12.20 -31.08 -1.52 0.04
H -12.78 -27.98 3.56 0.12
H -16.70 -26.18 -5.01 0.10
H -16.21 -24.71 -2.35 0.10
C -16.26 -27.52 -6.59 -0.10
H -13.55 -25.46 -2.10 0.06
H -16.06 -25.85 -0.09 0.03
H -10.07 -24.02 -5.95 0.14
C -11.05 -32.10 2.14 -0.05
H -11.99 -30.44 -2.97 0.04
N -16.40 -24.75 3.28 0.05
H -15.69 -28.57 -2.35 0.10
C -15.16 -31.97 3.91 -0.11
C -9.30 -26.23 -6.98 -0.11
N -11.91 -30.28 0.89 0.03
H -17.31 -24.74 3.72 0.08
H -10.63 -26.90 1.68 0.11
H -10.44 -32.41 1.29 0.07
H -11.20 -30.54 0.22 0.04
H -18.04 -25.97 -7.48 0.08
H -13.83 -24.12 2.98 0.11
C -13.28 -31.04 2.80 -0.16
H -10.53 -27.14 3.55 0.13
C -16.89 -23.94 -1.98 -0.24
C -12.01 -27.90 -4.13 -0.16
C -8.64 -29.12 -0.89 -0.08
H -10.40 -31.46 2.73 0.07
H -16.30 -28.31 0.59 0.12
H -10.69 -32.08 -4.55 0.08
H -12.21 -27.07 -0.88 0.07
H -17.81 -22.79 -4.90 0.09
C -10.46 -32.68 -3.67 -0.06
H -10.39 -30.26 -11.61 0.11
H -7.26 -24.73 -3.20 0.07
H -6.50 -23.31 -3.66 0.08
C -16.04 -27.68 -1.84 -0.11
H -16.44 -22.76 2.73 0.12
H -11.11 -33.55 -3.66 0.08
H -15.06 -28.11 2.42 0.12
H -13.25 -31.89 -9.98 0.09
H -16.29 -23.57 -4.59 0.08
N -11.18 -29.33 -9.35 0.05
C -14.44 -23.30 2.59 -0.14
H -16.87 -22.66 5.07 0.08
N -9.00 -22.84 -3.61 0.04
C -9.06 -28.96 2.62 -0.11
C -9.32 -24.55 -5.37 -0.20
C -8.34 -23.50 -4.71 -0.38
H -6.56 -24.78 -4.77 0.08
H -14.86 -29.06 0.03 0.12
H -8.84 -28.42 -0.08 0.07
H -12.41 -25.12 -3.41 0.05
H -16.02 -26.82 -2.51 0.07
C -11.65 -30.59 -9.86 -0.44
C -15.84 -23.43 3.34 -0.44
H -16.53 -25.04 2.32 0.02
H -12.71 -26.34 2.94 0.11
H -12.81 -28.63 1.22 0.04
C -9.61 -30.77 -2.21 -0.20
H -11.61 -28.90 -4.00 0.10
H -10.28 -29.09 -9.74 0.07
H -9.41 -33.00 -3.70 0.08
H -15.89 -24.42 0.42 0.03
H -14.85 -26.55 1.67 0.09
H -13.90 -25.76 -3.90 0.07
C -15.86 -22.96 4.78 -0.07
O -17.72 -23.48 -2.98 -0.18
H -18.19 -25.36 -1.01 0.13
H -11.08 -31.44 -9.48 0.14
H -11.36 -32.99 2.69 0.08
H -9.59 -22.73 -0.58 0.07
H -9.60 -27.12 -6.42 0.07
O -15.23 -27.20 -0.81 -0.25
H -13.52 -25.08 0.64 0.08
H -17.07 -27.68 -1.49 0.10
O -11.39 -31.99 -11.90 -0.20
H -11.82 -28.57 -9.51 0.08
H -15.33 -31.24 4.70 0.08
H -16.27 -23.09 -1.69 0.12
H -16.56 -21.98 -3.85 0.08
H -13.45 -28.46 -7.08 0.07
C -17.04 -22.91 -4.14 -0.05
O -13.07 -27.97 -5.11 -0.20
H -8.07 -23.49 -1.05 0.06
N -13.13 -27.72 1.50 -0.05
H -8.69 -26.59 -7.80 0.09
H -9.04 -25.69 -0.38 0.09
C -13.19 -25.81 -3.07 -0.01
H -10.53 -25.01 0.17 0.09
H -8.70 -31.35 -2.11 0.12
C -7.09 -24.12 -4.09 -0.07
O -8.59 -25.18 -6.32 -0.18
H -13.83 -22.41 2.77 0.13
H -11.34 -29.73 1.52 0.01
H -10.66 -32.55 -1.55 0.14
H -13.31 -30.84 -8.51 0.06
H -19.04 -23.72 0.78 0.07
O -13.81 -32.17 3.48 -0.18
C -12.60 -28.39 -6.40 -0.10
H -12.51 -22.74 -3.90 0.10
H -8.63 -23.48 0.66 0.07
C -8.93 -23.58 -0.38 -0.07
H -9.63 -25.27 -4.61 0.12
H -8.19 -22.51 -3.11 0.06
H -14.28 -21.90 -2.36 0.04
H -10.79 -25.70 -2.06 0.01
C -13.12 -30.88 -9.58 -0.05
C -17.21 -26.63 -5.86 -0.33
H -16.60 -27.91 -7.55 0.08
C -9.75 -24.88 -0.57 -0.29
H -12.67 -23.54 0.88 0.09
C -15.27 -28.09 0.31 -0.20
O -17.56 -25.60 -6.74 -0.08
C -10.93 -27.45 2.58 -0.14
H -11.72 -27.90 -6.80 0.06
H -17.74 -22.68 0.39 0.07
H -15.33 -27.03 -6.88 0.07
H -8.81 -29.91 2.16 0.08
C -18.38 -23.45 -0.05 -0.05
O -11.32 -21.06 -3.55 -0.09
H -9.54 -30.10 -3.07 0.13
H -9.88 -31.79 -13.22 0.09
H -12.09 -30.01 -11.92 0.12
H -11.57 -31.49 -13.86 0.08
H -13.76 -30.06 -9.92 0.08
H -18.10 -27.19 -5.58 0.11
H -7.94 -29.88 -0.55 0.09
H -11.85 -22.57 -2.24 0.09
H -15.62 -32.89 4.26 0.08
C -17.54 -24.54 -0.72 -0.39
O -10.28 -24.91 -1.90 -0.13
C -12.63 -27.30 -2.86 -0.35
H -9.39 -23.53 -2.98 0.03
O -9.81 -29.88 -1.12 -0.25
C -12.44 -27.37 2.72 -0.21
C -13.60 -23.99 0.54 -0.12
H -7.88 -22.77 -5.37 0.14
H -12.70 -30.54 3.57 0.13
H -15.21 -22.10 4.92 0.07
H -13.77 -20.62 -3.57 0.08
H -15.49 -23.73 5.46 0.08
H -12.77 -32.09 0.93 0.14
H -11.10 -33.08 -13.63 0.09
C -11.38 -30.65 -11.38 -0.20
H -12.33 -29.44 -6.26 0.08
O -14.70 -23.46 1.19 -0.22
H -13.48 -27.93 -2.61 0.11
H -8.85 -29.11 3.68 0.09
H -15.82 -31.68 3.09 0.08
C -10.69 -31.87 -2.40 -0.44
O -10.45 -28.82 2.46 -0.26
C -14.59 -27.60 1.58 -0.19
H -11.27 -28.22 -1.57 0.06
H -15.94 -28.29 -5.88 0.07
H -18.96 -22.89 -0.78 0.07
H -10.24 -25.97 -7.47 0.08
C -10.93 -32.09 -13.21 -0.12
H -13.59 -23.75 -0.53 0.08
C -12.21 -22.04 -3.12 -0.35
H -10.46 -21.48 -3.57 0.02
H -8.41 -28.18 2.22 0.09
N -12.03 -31.33 -2.48 0.07
H -14.08 -30.49 2.30 0.11
N -16.63 -25.09 0.25 0.07
N -11.71 -27.33 -1.72 0.08
H -11.30 -27.19 -4.55 0.11
```

Computed properties:
- lowest unoccupied orbital energy (eV) = 0.4
- M (g mol⁻¹) = 895.4
- SMILES = COC[C@H](C)N.COC[C@H](C)N.COC[C@H](C)N.COC[C@H](C)N.COC[C@H](C)N.COC[C@H](C)N.COC[C@H](C)N.COCCNCCOC.CCO.CCO.CCO
- HOMO (eV) = -8.6
- largest force on an atom (eV Å⁻¹) = 3.5
- energy (eV) = -79747.0095
- net charge = 0